{
  "formula": "C9H16OSi",
  "method": "ωB97M-V with the def2-TZVPD basis set",
  "gap_ev": [6.160, 5.456],
  "relative_energy_kj_mol": 358.4,
  "homo_ha": [-0.2706, -0.2494],
  "lumo_ev": [-1.20, -1.33],
  "symbols": ["C", "C", "C", "C", "C", "C", "C", "C", "C", "O", "Si", "H", "H", "H", "H", "H", "H", "H", "H", "H", "H", "H", "H", "H", "H", "H", "H"],
  "coordinates": [[-1.6209, -2.2332, 1.7024], [-1.9003, 2.9765, 0.1105], [-2.1008, -1.2312, -2.2072], [-2.4570, -1.2241, 1.4761], [-2.1453, 1.9082, 0.8710], [-1.7000, -0.1611, -1.5241], [2.6556, 0.6468, 1.3315], [2.9805, -0.4367, -0.9243], [1.9368, 0.1604, 0.0507], [0.9604, -0.7248, 0.3167], [-2.0064, 0.1422, 0.2869], [-1.8592, -3.0288, 2.3918], [-0.6564, -2.2624, 1.2233], [-1.9707, 3.9806, 0.5008], [-1.6301, 2.8909, -0.9281], [-1.8329, -1.3714, -3.2419], [-2.7134, -2.0011, -1.7690], [-3.4098, -1.1824, 1.9946], [-2.4056, 2.0692, 1.9116], [-1.0778, 0.5688, -2.0321], [3.4406, 1.3632, 1.0833], [1.9319, 1.1168, 2.0014], [3.0979, -0.2085, 1.8424], [3.7236, 0.3062, -1.1997], [2.4743, -0.7931, -1.8192], [3.4726, -1.2809, -0.4522], [1.5187, 1.0702, -0.4492]],
  "forces_ev_per_a": [[0.13, 0.13, -0.16], [-0.09, -0.29, 0.02], [-0.09, 0.17, 0.23], [-0.32, 0.64, -0.56], [-0.04, -0.65, -0.15], [-0.21, 0.21, 0.58], [-0.27, 0.02, -0.41], [-0.51, 0.19, 0.19], [0.72, 0.82, -0.07], [-2.36, -0.53, 0.31], [2.07, -0.47, -0.01], [-0.11, -0.07, 0.14], [0.35, 0.00, -0.17], [0.03, 0.11, 0.10], [0.07, -0.04, -0.25], [0.10, 0.00, -0.17], [-0.10, -0.18, 0.16], [-0.03, 0.02, 0.05], [0.01, -0.05, 0.06], [0.02, 0.06, 0.04], [0.07, 0.08, 0.10], [0.04, 0.00, 0.01], [0.03, -0.05, 0.04], [0.19, 0.11, -0.08], [-0.02, -0.02, -0.10], [0.12, -0.18, 0.10], [0.21, -0.01, 0.00]],
  "nbo_charge": [-0.250, -0.260, -0.285, -0.773, -0.745, -0.720, -0.631, -0.625, 0.121, -0.822, 1.771, 0.197, 0.252, 0.205, 0.196, 0.203, 0.194, 0.232, 0.238, 0.240, 0.187, 0.195, 0.197, 0.190, 0.200, 0.197, 0.095]
}

=====

{
  "formula": "C9H16SSi",
  "method": "ωB97M-V with the def2-TZVPD basis set",
  "gap_ev": 7.622,
  "relative_energy_kj_mol": 165.5,
  "homo_ha": -0.2653,
  "lumo_ev": 0.40,
  "symbols": ["C", "C", "C", "C", "C", "C", "C", "C", "C", "Si", "S", "H", "H", "H", "H", "H", "H", "H", "H", "H", "H", "H", "H", "H", "H", "H", "H"],
  "coordinates": [[-1.1542, -2.3717, -1.2293], [0.2496, -2.3687, -1.1058], [0.8751, -1.3019, -0.5987], [-0.8145, 0.0030, -0.2499], [0.9720, -3.6127, -1.5670], [2.2102, -0.7779, -0.3309], [-0.1439, 1.3037, 2.4668], [-2.5416, 2.3416, 0.7247], [0.4295, 2.7937, -0.1843], [-0.7815, 1.6013, 0.6844], [-2.0245, -1.0137, -0.7292], [-1.7133, -3.1927, -1.6364], [2.0382, -3.5376, -1.3726], [0.5794, -4.4867, -1.0507], [0.8193, -3.7491, -2.6366], [2.4770, -0.0045, -1.0544], [2.2711, -0.3454, 0.6673], [2.9456, -1.5842, -0.4049], [0.2562, 0.3005, 2.5770], [0.6482, 2.0019, 2.7176], [-0.9324, 1.4234, 3.2028], [-3.2675, 1.5907, 1.0239], [-2.6171, 3.1718, 1.4215], [-2.8351, 2.7054, -0.2548], [0.0262, 3.1796, -1.1153], [0.6667, 3.6432, 0.4496], [1.3613, 2.2871, -0.4148]],
  "forces_ev_per_a": [[-0.99, 0.62, 0.19], [-0.02, -0.19, -0.03], [-4.12, 3.17, 0.83], [2.83, -2.88, -0.71], [0.07, 0.15, 0.03], [0.29, -0.01, -0.05], [-0.18, 0.03, -0.64], [0.63, -0.30, -0.06], [-0.48, -0.41, 0.30], [0.05, 0.42, 0.18], [1.68, -0.23, -0.03], [-0.13, -0.18, -0.09], [0.09, -0.08, -0.02], [0.03, -0.07, 0.01], [0.06, -0.06, -0.04], [0.06, -0.02, 0.03], [0.06, -0.02, 0.02], [0.07, 0.03, 0.02], [0.05, -0.19, -0.04], [0.14, 0.19, 0.02], [-0.20, 0.02, 0.09], [-0.10, -0.15, 0.10], [0.07, 0.12, 0.14], [-0.01, 0.05, -0.22], [-0.13, -0.01, -0.18], [0.00, 0.14, 0.17], [0.18, -0.14, -0.02]],
  "nbo_charge": [-0.532, -0.156, 0.174, -0.871, -0.610, -0.697, -1.093, -1.091, -1.086, 1.597, 0.679, 0.230, 0.211, 0.221, 0.221, 0.230, 0.232, 0.226, 0.240, 0.232, 0.237, 0.235, 0.236, 0.236, 0.236, 0.231, 0.232]
}